(1)
Computed, not measured: a molecular structure, C43H50N10V, with ωB97M-V with the def2-TZVPD basis set.

The total energy comes out at -85989.61012 eV. The expectation value of S² is 2.017. The spin multiplicity is 3. The LUMO energy (spin up / spin down) is -3.4 / -3.4 eV. As for the orbital gap (spin up / spin down): 0.2096 / 0.2107 Eh. For the relative energy (zero: lowest compared OMol25 entry of this formula, charge and spin), the calculation gives 0.00 kcal/mol. The value obtained for the HOMO energy (spin up / spin down) is -9.12 / -9.13 eV. Its total charge is +1.

Geometry as XYZ:
```
104
C43H50N10V, DFT ωB97M-V with the def2-TZVPD basis set
V 0.601 0.309 -0.503
N 0.344 1.676 1.104
N 2.342 -0.912 -2.129
N -1.145 1.397 -1.229
N 1.193 2.098 -3.301
N 4.713 1.717 0.484
N 1.213 -1.078 0.970
N 2.805 0.904 -0.104
N 4.291 -1.517 -4.007
N -0.409 -1.358 -1.300
N 5.016 0.831 -0.480
C -0.046 2.984 1.007
C 1.627 -0.804 2.251
C 1.094 -5.262 2.612
C 0.115 5.192 2.392
C -1.509 -2.710 -2.840
C 3.401 1.770 0.696
C 0.020 -2.664 -1.180
C -3.909 -3.289 -3.339
C 2.312 -4.456 2.148
C -2.086 0.966 -2.116
C -4.220 4.547 -0.375
C 2.145 -1.994 2.886
C 1.522 0.422 2.863
C 2.051 -1.598 -3.225
C -3.305 4.442 -1.599
C -2.135 -0.298 -2.685
C 1.495 -2.086 5.318
C -2.646 3.107 -1.710
C -5.390 1.168 -2.615
C -0.451 -4.987 -2.284
C 3.032 -1.905 -4.158
C -1.490 2.684 -0.940
C -0.647 -3.510 -2.151
C 0.340 3.727 2.182
C 2.006 -3.002 1.982
C -3.030 2.022 -2.437
C 3.602 -0.516 -1.973
C 2.639 -2.066 4.296
C 1.434 3.091 4.414
C -2.494 -3.098 -3.897
C 0.889 -3.147 -0.246
C 1.088 1.468 -2.327
C 0.333 2.899 5.464
C 0.937 1.560 2.335
C -4.221 1.861 -3.326
C -1.360 -1.385 -2.299
C 1.381 -2.422 0.818
C 4.578 -0.811 -2.922
C -0.880 3.480 0.010
C 1.175 6.038 1.675
C -1.309 -5.787 -1.302
C 3.846 0.368 -0.835
C 0.935 2.834 3.024
H 0.704 3.118 6.465
H 5.443 2.241 0.936
H 0.788 2.696 -3.997
H -4.257 -2.388 -2.830
H -0.038 1.873 5.453
H 1.336 -6.322 2.698
H -4.727 5.511 -0.348
H -0.878 5.474 2.040
H 0.603 -5.231 -2.133
H -2.546 5.228 -1.559
H 0.127 5.410 3.460
H 1.173 5.839 0.602
H -2.509 -2.340 -4.685
H -2.163 -4.022 -4.372
H 0.263 -5.157 1.912
H 1.903 0.494 3.872
H -1.131 -6.857 -1.412
H -3.654 4.433 0.552
H 2.789 -2.470 -5.051
H -1.191 4.513 0.078
H -5.089 0.192 -2.232
H 2.689 -4.862 1.207
H -2.887 -0.471 -3.442
H 1.884 -2.154 6.335
H 5.595 -0.466 -2.790
H 2.274 2.431 4.643
H 1.021 -1.905 -3.357
H 0.882 -1.187 5.246
H 3.305 -1.223 4.500
H 0.749 -4.913 3.586
H -1.088 -5.508 -0.270
H -0.514 3.556 5.261
H -3.946 1.292 -4.217
H 2.929 2.428 1.407
H 2.173 5.810 2.054
H 0.840 -2.942 5.148
H -3.887 4.630 -2.503
H -4.979 3.764 -0.393
H -2.370 -5.600 -1.473
H 1.103 -4.206 -0.272
H -5.735 1.762 -1.768
H -4.539 2.842 -3.683
H -3.935 -4.104 -2.616
H 0.994 7.103 1.824
H 3.121 -4.573 2.872
H -0.688 -5.290 -3.305
H -4.613 -3.522 -4.138
H 1.828 4.108 4.473
H 3.245 -2.964 4.416
H -6.231 1.025 -3.295
```

***

(2)
Computed, not measured: a molecular structure, C43H51AsFI2InN2O7P, with ωB97M-V with the def2-TZVPD basis set.

The total energy comes out at -156950.97734 eV. The LUMO energy is -2.8 eV. As for the orbital gap: 0.2508 Eh. For the relative energy (zero: lowest compared OMol25 entry of this formula, charge and spin), the calculation gives 24.27 kcal/mol. The value obtained for the HOMO energy is -9.58 eV. Its total charge is +1.

Geometry as XYZ:
```
109
C43H51AsFI2InN2O7P, DFT ωB97M-V with the def2-TZVPD basis set
I 1.765 2.694 -0.538
I 2.291 3.697 2.249
In 0.368 -0.276 -0.296
As 1.832 2.339 -3.148
P 1.693 -1.738 1.575
F -4.750 -1.389 4.285
O -0.595 0.824 -1.697
O -0.577 -2.476 -0.133
O 2.871 -0.143 -1.420
O -2.088 1.806 -2.979
O -1.604 -0.212 0.671
O 1.052 -2.062 -1.530
O 0.084 0.781 2.422
N 4.976 0.308 -0.795
N -5.245 1.184 -0.549
C 3.360 -1.120 1.904
C -3.887 0.049 1.091
C 4.347 2.314 -4.771
C 1.320 -5.273 -0.502
C 1.599 0.544 -5.489
C -3.750 -0.614 2.320
C 2.612 -5.740 1.480
C -1.811 1.202 -1.961
C -0.530 -2.261 5.554
C -1.445 2.605 2.972
C 1.192 3.947 -4.056
C -6.092 -0.231 2.747
C 1.067 0.818 -4.084
C -2.897 0.897 -0.971
C -7.572 1.001 1.138
C 1.461 -1.575 4.387
C 5.745 -1.339 2.132
C -2.711 0.235 0.257
C 1.224 -3.954 -0.105
C 4.516 -1.887 1.787
C 2.522 -4.411 1.869
C -7.692 0.980 -0.374
C -0.091 3.810 -4.866
C 5.826 -0.024 2.568
C -4.160 1.338 -1.300
C 4.678 0.756 2.647
C -1.123 -2.605 4.343
C -6.552 1.751 -1.015
C -6.661 1.729 -2.531
C 4.045 -0.493 -1.342
C 2.026 -6.164 0.296
C -6.248 0.425 1.550
C -0.407 1.628 3.479
C -4.849 -0.745 3.112
C 4.491 -1.823 -1.882
C -5.131 0.552 0.697
C 1.846 -3.499 1.065
C -0.430 -2.430 3.158
C 0.457 -2.840 -0.729
C 3.751 2.546 -3.386
C 0.758 -1.754 5.574
C 3.448 0.207 2.323
C 0.865 -1.903 3.180
H 2.968 -4.092 2.803
H -6.585 2.786 -0.661
H 2.467 -1.174 4.418
H 6.638 -1.945 2.062
H -7.679 -0.050 -0.742
H 4.243 1.927 -2.633
H -0.342 4.778 -5.302
H 2.558 0.826 2.386
H -6.445 0.734 -2.923
H 5.913 -0.017 -0.632
H -0.925 3.485 -4.249
H -7.685 1.985 -2.800
H 1.197 -0.046 -3.430
H 4.340 -1.824 -2.961
H 2.027 4.257 -4.688
H 4.667 1.141 -0.314
H 5.532 -2.052 -1.662
H 0.460 2.157 3.869
H -0.883 -2.703 2.211
H 3.841 -2.592 -1.466
H 0.836 -5.608 -1.408
H 4.469 -2.910 1.438
H 5.362 2.710 -4.798
H 3.136 -6.447 2.107
H -8.383 0.448 1.610
H 4.402 1.255 -5.014
H 0.968 -0.211 -5.958
H 3.783 2.809 -5.562
H -0.708 0.300 2.142
H -7.642 2.034 1.493
H 3.890 3.589 -3.079
H -1.632 3.375 3.722
H -2.396 2.109 2.753
H 2.616 0.158 -5.473
H -2.125 -3.014 4.327
H 1.225 -1.494 6.514
H 0.023 3.105 -5.688
H -4.274 1.848 -2.243
H -1.073 -2.395 6.480
H -0.809 0.984 4.269
H 6.785 0.395 2.845
H -8.629 1.433 -0.695
H 1.583 1.427 -6.128
H 2.100 -7.202 0.003
H -6.932 -0.354 3.418
H 1.084 4.699 -3.271
H 4.727 1.791 2.959
H -2.791 -1.010 2.617
H -1.081 3.098 2.070
H -6.012 2.449 -3.024
H 0.005 1.065 -4.097
```

***

> Which value of total charge does entry 1 give?

+1

***

> Among the records above, which one has the lowest relative energy (zero: lowest compared OMol25 entry of this formula, charge and spin)?

C43H50N10V

***

> Among the records above, which one has the lowest relative energy (zero: lowest compared OMol25 entry of this formula, charge and spin)?

C43H50N10V